Run 1
80
Properties=species:S:1:pos:R:3 method="wB97M-V/def2-TZVPD" homo_energy_ha=-0.1983 total_charge=-1 molar_mass_g_mol=909.1 gap_ha=0.23475
Tl -0.754 0.028 -0.136
O -0.119 -3.478 2.961
C -0.504 -2.535 2.253
O -0.311 -2.352 1.022
C -1.289 -1.429 2.990
C -1.586 -1.550 4.343
C -2.252 -0.511 4.973
C -2.590 0.622 4.247
C -2.274 0.657 2.898
N -1.650 -0.354 2.297
C -2.579 1.881 2.033
O -2.828 2.951 2.630
O -2.503 1.715 0.792
H -1.275 -2.448 4.857
H -2.494 -0.577 6.027
H -3.079 1.477 4.691
O -6.306 -4.523 -3.776
N -5.467 -4.087 -4.541
O -5.347 -4.448 -5.696
C -4.558 -3.036 -4.052
C -4.078 -2.197 -4.993
C -3.245 -1.100 -4.628
C -2.744 -0.188 -5.576
C -1.953 0.844 -5.152
C -1.676 0.963 -3.777
N -2.147 0.127 -2.878
C -2.912 -0.899 -3.281
C -3.394 -1.837 -2.277
N -2.998 -1.637 -1.008
C -3.398 -2.468 -0.077
C -4.219 -3.571 -0.347
C -4.635 -3.794 -1.632
C -4.233 -2.907 -2.651
H -4.346 -2.352 -6.028
H -2.989 -0.320 -6.623
H -1.541 1.564 -5.846
H -1.042 1.762 -3.402
H -3.035 -2.273 0.925
H -4.507 -4.239 0.453
H -5.266 -4.636 -1.862
N -1.477 4.201 0.506
C -0.669 5.210 0.231
N -0.732 6.315 1.036
N 0.180 5.264 -0.784
C 0.282 4.165 -1.512
N 0.392 3.217 -2.172
H -2.045 4.081 1.348
H -1.478 3.376 -0.067
H -1.114 6.178 1.957
H 0.078 6.908 0.979
O 2.010 0.227 1.279
S 2.593 -0.396 0.057
C 2.977 -2.135 0.478
C 3.762 -2.291 1.739
C 3.112 -2.258 2.970
C 3.841 -2.361 4.145
C 5.221 -2.501 4.108
C 5.875 -2.547 2.885
C 5.147 -2.443 1.709
C 4.284 0.273 -0.042
C 4.171 1.734 -0.365
C 3.870 2.650 0.640
C 3.664 3.985 0.329
C 3.758 4.422 -0.985
C 4.062 3.515 -1.989
C 4.264 2.179 -1.679
H 3.492 -2.547 -0.393
H 1.980 -2.579 0.559
H 2.033 -2.182 3.002
H 3.321 -2.340 5.095
H 5.786 -2.583 5.029
H 6.951 -2.668 2.845
H 5.658 -2.484 0.753
H 4.816 -0.274 -0.823
H 4.750 0.092 0.927
H 3.758 2.299 1.658
H 3.404 4.684 1.114
H 3.564 5.458 -1.228
H 4.114 3.843 -3.019
H 4.473 1.467 -2.470

=====

Run 2
80
Properties=species:S:1:pos:R:3 method="wB97M-V/def2-TZVPD" homo_energy_ha=-0.1961 total_charge=-1 molar_mass_g_mol=909.1 gap_ha=0.24483
Tl -0.508 0.006 0.342
O -1.803 -3.724 -2.510
C -1.306 -2.678 -2.086
O -1.932 -1.658 -1.653
C 0.216 -2.531 -2.131
C 0.945 -3.060 -3.189
C 2.320 -2.874 -3.203
C 2.922 -2.203 -2.151
C 2.121 -1.725 -1.119
N 0.801 -1.870 -1.134
C 2.745 -1.014 0.114
O 3.942 -0.705 0.005
O 1.963 -0.830 1.077
H 0.435 -3.601 -3.975
H 2.914 -3.263 -4.022
H 3.988 -2.033 -2.108
O 5.921 4.424 -0.036
N 5.665 4.059 1.098
O 6.409 4.262 2.045
C 4.399 3.397 1.356
C 3.926 3.478 2.624
C 2.653 2.959 2.966
C 2.140 3.008 4.275
C 0.900 2.485 4.528
C 0.177 1.939 3.457
N 0.629 1.899 2.229
C 1.846 2.384 1.963
C 2.352 2.281 0.612
N 1.560 1.712 -0.312
C 2.038 1.506 -1.518
C 3.348 1.826 -1.882
C 4.158 2.448 -0.972
C 3.657 2.735 0.311
H 4.537 3.959 3.376
H 2.737 3.452 5.062
H 0.484 2.489 5.525
H -0.813 1.521 3.612
H 1.346 1.050 -2.210
H 3.712 1.568 -2.866
H 5.172 2.699 -1.232
N -4.039 -0.959 0.043
C -4.648 -0.233 0.984
N -5.735 -0.825 1.582
N -4.358 0.960 1.403
C -3.299 1.707 1.192
N -2.459 2.508 1.168
H -4.269 -1.931 -0.067
H -3.196 -0.693 -0.454
H -6.216 -1.546 1.073
H -6.311 -0.204 2.122
O -0.813 0.793 -2.423
S -2.073 0.325 -3.055
C -1.655 -0.669 -4.568
C -0.678 -0.114 -5.559
C 0.520 0.469 -5.145
C 1.460 0.897 -6.069
C 1.232 0.730 -7.427
C 0.045 0.154 -7.851
C -0.905 -0.255 -6.926
C -2.605 1.810 -4.080
C -2.836 2.929 -3.123
C -1.832 3.858 -2.873
C -2.002 4.837 -1.907
C -3.178 4.899 -1.178
C -4.186 3.978 -1.420
C -4.013 2.996 -2.380
H -2.627 -0.866 -5.025
H -1.274 -1.605 -4.169
H 0.697 0.597 -4.090
H 2.379 1.356 -5.726
H 1.975 1.044 -8.149
H -0.136 0.006 -8.909
H -1.823 -0.711 -7.277
H -3.521 1.497 -4.585
H -1.821 2.044 -4.798
H -0.907 3.799 -3.435
H -1.209 5.548 -1.712
H -3.306 5.648 -0.408
H -5.101 4.012 -0.842
H -4.795 2.264 -2.556

=====

The relative energies come out as run 1 0.0; run 2 23.1, with values in kcal/mol.

=====

Run 1
9
Properties=species:S:1:pos:R:3 method="wB97M-V/def2-TZVPD" homo_energy_ha="-0.3685 / -0.2999" total_charge=0 molar_mass_g_mol=89.0 gap_ha="0.33506 / 0.27388"
C 1.533 0.484 0.058
N 2.378 1.102 -0.405
N -1.682 1.176 0.592
N 0.203 -1.634 -0.345
P 0.405 -0.564 0.838
H -1.669 1.697 -0.359
H -1.012 1.664 1.157
H 0.079 -1.348 -1.347
H -0.234 -2.577 -0.189

=====

Run 2
9
Properties=species:S:1:pos:R:3 method="wB97M-V/def2-TZVPD" homo_energy_ha=-0.3304 total_charge=0 molar_mass_g_mol=89.0 gap_ha=0.35874
C 0.052 0.845 -0.499
N 1.478 0.622 -0.196
N 1.802 -0.546 -0.102
N 0.863 -1.510 0.059
P -0.746 -0.827 -0.226
H -0.353 1.619 0.518
H 0.056 1.469 -1.298
H 1.032 -2.487 -0.326
H -1.137 -0.707 1.213

=====

Run 3
9
Properties=species:S:1:pos:R:3 method="wB97M-V/def2-TZVPD" homo_energy_ha=-0.3203 total_charge=0 molar_mass_g_mol=89.0 gap_ha=0.26060
C -2.601 0.060 -0.006
N -3.593 -0.394 -0.381
N 1.106 -0.835 0.928
N 0.940 1.039 -0.756
P 0.471 0.706 0.805
H 0.966 -1.494 0.177
H 1.024 -1.262 1.835
H 1.099 0.297 -1.421
H 0.586 1.882 -1.181

=====

The relative energies come out as run 1 19.5; run 2 23.0; run 3 0.0, with values in kcal/mol.

=====

Run 1
24
Properties=species:S:1:pos:R:3 method="wB97M-V/def2-TZVPD" homo_energy_ha=-0.4827 total_charge=+1 molar_mass_g_mol=122.2 gap_ha=0.37605
C -1.528 -0.695 -1.881
C -0.450 0.203 -1.363
C 0.458 -0.478 -0.275
C 1.647 -1.157 -0.926
C 2.867 -0.886 -0.467
N -1.028 1.476 -0.787
H -1.369 -1.721 -1.524
H -2.536 -0.480 -1.516
H -1.615 -0.839 -2.961
H 0.287 0.505 -2.112
H -0.156 -1.245 0.209
H 0.824 0.266 0.431
H 1.393 -1.775 -1.772
H 3.711 -1.179 -1.074
H 3.144 -0.246 0.362
H -0.318 2.195 -0.665
H -1.415 1.243 0.191
H -1.776 1.843 -1.374
H -1.888 1.373 2.294
H -0.992 0.178 2.299
O -1.567 0.716 1.687
H 1.180 -0.322 3.471
H 0.698 0.759 4.264
O 0.428 0.264 3.487

=====

Run 2
24
Properties=species:S:1:pos:R:3 method="wB97M-V/def2-TZVPD" homo_energy_ha=-0.5425 total_charge=+1 molar_mass_g_mol=122.2 gap_ha=0.43742
C 0.448 -1.495 0.467
C 0.228 -0.015 0.907
N -0.140 0.846 -0.357
C -1.581 0.343 -0.781
C -2.292 0.212 0.569
C -1.110 0.139 1.662
H 1.485 -1.690 0.930
H 0.570 -1.608 -0.641
H -0.207 -2.310 0.819
H 1.086 0.357 1.442
H 0.566 0.771 -1.174
H -0.156 1.869 0.025
H -1.890 1.037 -1.548
H -1.390 -0.523 -1.375
H -2.894 1.058 0.864
H -2.954 -0.731 0.666
H -1.483 -0.540 2.366
H -1.225 1.264 2.078
H 0.963 2.055 -3.822
H -0.276 1.166 -4.176
O 0.427 1.405 -3.393
H 4.214 -1.802 1.082
H 4.066 -0.591 1.965
O 3.545 -1.214 1.425

=====

Run 3
24
Properties=species:S:1:pos:R:3 method="wB97M-V/def2-TZVPD" homo_energy_ha=-0.5504 total_charge=+1 molar_mass_g_mol=122.2 gap_ha=0.43580
C -1.323 0.991 -0.001
O -1.975 1.178 -1.263
C -0.333 -0.170 -0.051
C -0.011 -0.772 1.317
C 1.451 -0.659 1.711
C 1.831 0.791 2.141
N -0.948 -1.191 -0.987
H -2.140 0.708 0.666
H -0.875 1.924 0.344
H -1.360 1.523 -1.927
H 0.609 0.064 -0.509
H -0.635 -0.396 2.127
H -0.287 -1.836 1.329
H 1.629 -1.335 2.538
H 2.081 -0.937 0.862
H 2.344 1.309 1.345
H 0.920 1.338 2.391
H 2.356 0.754 3.093
H -1.561 -0.668 -1.629
H -1.528 -1.838 -0.456
H -0.217 -1.760 -1.421
H 0.399 0.961 -3.712
H -0.318 -0.137 -4.404
O -0.111 0.159 -3.505

=====

Run 4
24
Properties=species:S:1:pos:R:3 method="wB97M-V/def2-TZVPD" homo_energy_ha=-0.5027 total_charge=+1 molar_mass_g_mol=122.2 gap_ha=0.39650
C 1.814 2.343 2.082
C 0.691 2.741 1.181
C -0.525 1.839 1.050
C -0.144 0.376 0.684
C -0.453 -0.164 -0.549
N 0.159 -1.543 -0.977
H 1.358 1.612 2.831
H 2.586 1.800 1.691
H 1.816 3.173 2.736
H 0.374 3.734 1.418
H 1.134 2.960 0.184
H -1.036 1.838 2.056
H -1.281 2.175 0.388
H 0.381 -0.187 1.388
H -0.891 0.421 -1.362
H 1.064 -1.653 -0.595
H -0.470 -2.241 -0.312
H 0.047 -1.770 -1.964
H -1.201 -4.212 0.890
H -2.449 -3.624 0.363
O -1.514 -3.508 0.336
H -1.001 -2.608 -4.454
H -0.178 -1.479 -4.950
O -0.280 -2.026 -4.115

=====

The relative energies come out as run 1 7.9; run 2 21.1; run 3 0.0; run 4 34.0, with values in kcal/mol.